(1)
Computed, not measured: C48H63AsMgN4OP2SSe2Si2 as an isolated structure, with wB97M-V/def2-TZVPD.

Structure (ORCA input):
```
! RIJCOSX wB97M-V def2-TZVPD def2/J DEFGRID3
* xyz -2 1
Se 0.89448 -2.64392 0.48101
Se -4.21323 -3.60869 4.34808
As -1.90934 2.91357 -0.13099
S -1.87057 -0.79231 -2.78963
P -0.49398 -2.84104 2.03217
P -3.26144 -1.76509 4.75482
Si -3.99069 1.91137 -0.35716
Si -1.54830 3.92698 -2.16836
Mg 0.08045 1.20311 0.48230
O 1.38974 0.27646 -0.75187
N -1.51644 0.85724 2.63361
N -0.92232 -0.13147 1.97489
N 0.90059 0.76459 -2.90330
N -2.31067 0.38555 3.55452
C -2.20653 -1.84274 6.24607
C -0.14244 -4.15342 -4.26017
C 3.34765 -0.42761 -4.65148
C -3.77928 -5.74251 0.72128
C 2.70259 2.96798 0.91616
C 3.59693 -0.72694 -3.17710
C 0.29738 4.34346 -2.21270
C -5.22301 2.81650 0.76116
C 1.62565 -3.17159 3.78633
C -5.73852 0.88970 6.65369
C -2.47713 5.57371 -2.29918
C -2.87171 -3.52239 0.84466
C 1.43480 2.46833 1.61708
C 0.26947 -3.41639 3.59285
C -4.73656 -0.04430 6.41191
C -0.13915 -3.94924 -5.63749
C -1.22148 -1.82355 -5.27013
C 1.75626 0.50123 -1.92025
C -1.30496 -1.30228 2.52595
C -1.72508 -5.35504 1.90769
C 3.23370 0.42432 -2.23138
C -2.46548 -2.79175 7.22804
C -0.67688 -3.20790 -3.39901
C -2.23672 -0.97036 3.51563
C -3.85084 -4.39486 0.39945
C -1.81464 -3.99979 1.61300
C 1.88270 -0.19798 -4.99940
C -1.23082 -2.00532 -3.87536
C -6.26586 0.93077 4.30906
C -1.15025 -0.94942 6.40576
C -0.46804 -4.02566 4.60441
C -4.50287 -0.49045 5.12027
C -3.98054 0.13026 0.24108
C 2.23407 -3.51983 4.98349
C -0.35400 -1.01760 7.54048
C -5.27732 -0.00492 4.06755
C 1.49618 -4.12851 5.98940
C -6.49924 1.37900 5.60527
C 3.12917 4.37763 1.33481
C -2.71372 -6.22288 1.47124
C -0.61616 -1.96458 8.52091
C -1.91521 3.04549 -3.79423
C 3.85211 1.99036 1.15181
C -0.68936 -2.77194 -6.13188
C 1.27853 1.00936 -4.28601
C 0.14654 -4.38520 5.79598
C -1.67530 -2.84798 8.36770
C -4.74620 1.91372 -2.08231
H 0.28243 -5.06136 -3.84456
H 3.28752 -3.31329 5.12819
H -1.87885 -3.59249 9.12807
H 2.19031 -2.70770 2.98623
H -5.74764 1.47057 -2.03675
H -3.31676 -0.46401 -0.39138
H 0.01133 -2.01805 9.40274
H 2.35178 5.10446 1.08747
H -4.13601 1.31746 -2.76430
H -0.65592 -3.37374 -2.32831
H -1.52533 -4.22277 4.46919
H -3.27608 -3.49467 7.07428
H -0.88866 -5.73430 2.48169
H -5.08801 -0.34144 3.05552
H 0.53163 5.02688 -3.03686
H -6.83925 1.32643 3.48060
H -0.09089 0.47141 -2.77631
H 1.97151 -4.40002 6.92489
H -1.64808 -0.90777 -5.66508
H 4.65590 -0.96007 -3.03716
H 2.53805 3.00542 -0.17482
H 4.75335 2.25734 0.58687
H -4.85648 2.81544 1.79143
H -4.83958 2.92723 -2.48299
H -3.63236 0.07528 1.27520
H 1.28535 -1.07952 -4.74899
H 3.74526 -1.24619 -5.25836
H 1.96459 1.86276 -4.33555
H -4.55088 -6.42261 0.38071
H 0.47618 -0.33164 7.65091
H -3.54899 5.39573 -2.42775
H -0.94682 -0.20995 5.64138
H -1.47291 3.63157 -4.61026
H 0.88086 3.42849 -2.34895
H 0.62191 4.80115 -1.27494
H -6.20942 2.33768 0.73741
H 4.10993 1.97731 2.21699
H 4.06250 4.69606 0.85075
H -2.93150 -2.47093 0.59087
H 0.78284 3.31280 1.88443
H 3.55107 0.97587 0.88072
H 3.04062 -1.62153 -2.87928
H -7.26847 2.11874 5.79140
H -2.12617 6.16461 -3.15309
H -4.67075 -4.01527 -0.19648
H 0.28160 -4.68932 -6.30848
H -0.70281 -2.58496 -7.20130
H 1.72670 2.00834 2.57583
H 3.92123 0.46880 -4.92382
H -4.13332 -0.40991 7.23349
H 0.36197 1.31492 -4.78819
H 1.78462 -0.05209 -6.07941
H -2.65042 -7.27661 1.71494
H -2.98659 2.95584 -3.97864
H -5.33329 3.85941 0.45201
H 3.56940 1.38093 -2.64708
H 3.72593 0.29777 -1.27022
H -1.51295 2.03222 -3.81086
H 3.27515 4.41102 2.41999
H -5.91121 1.24131 7.66369
H -4.99182 -0.29226 0.18875
H -0.43910 -4.85345 6.57775
H -2.34537 6.15790 -1.38621
*
```

The relative energy (zero: lowest compared OMol25 entry of this formula, charge and spin) comes out at 0.000 eV. For the HOMO-LUMO gap, the calculation gives 5.39 eV. The total energy comes out at -300958.87939 eV.

(2)
Computed, not measured: C48H63BrN6O5Rb as an isolated structure, with wB97M-V/def2-TZVPD.

Structure (ORCA input):
```
! RIJCOSX wB97M-V def2-TZVPD def2/J DEFGRID3
* xyz -1 1
Rb -0.18684 0.15151 -0.22844
Br 3.89525 -1.02300 -5.24208
O 2.63969 3.90464 -1.29236
O 1.65104 1.90038 -1.09180
O 0.84429 0.65383 2.43694
O -0.95802 2.45655 1.95355
O -2.63535 1.78244 0.05114
N 3.92522 3.07377 -5.10354
N 1.98898 1.85799 3.96349
N -1.96107 -2.27410 1.69456
N -3.84716 3.67377 0.28965
N 0.47616 -3.15068 0.70668
N 2.82706 -1.39203 0.26713
C -2.65737 -4.51410 2.10476
C -1.04109 0.61570 -3.87576
C 3.80362 -0.60397 -0.18740
C -0.31459 -4.01582 1.34581
C -1.83539 3.09661 -3.95818
C -1.69773 -3.57764 1.72135
C 3.37162 3.33520 -3.91993
C -5.01036 3.08297 -0.34396
C -5.29733 -0.57848 -2.28742
C -3.14910 -1.84012 2.11954
C 3.97407 0.73120 0.47912
C 4.06441 1.79545 -5.44909
C 1.39334 -5.69586 1.34844
C 3.63519 0.76244 -4.63505
C -3.88556 -4.06754 2.55266
C 2.33500 2.76584 -1.68604
C 2.65393 -2.59056 -0.29000
C -0.39279 3.42702 -4.33544
C 3.03575 1.03138 -3.41902
C 0.12007 -5.29214 1.69874
C -1.99950 1.61326 -3.69084
C -1.59661 -0.66520 -3.60897
C -2.95844 -0.43131 -3.21000
C -2.76131 3.52694 -5.10480
C -3.16917 0.96576 -3.26301
C 3.40670 -3.03031 -1.37342
C -1.60276 3.52329 1.29838
C 1.70514 -3.53832 0.37553
C -0.81062 -1.88650 -4.12062
C -2.74059 2.91060 0.48715
C -4.55541 -2.28041 -3.89532
C -1.08903 -2.04447 -5.62835
C -1.06354 -3.24357 -3.45315
C -4.12990 -2.70840 2.59103
C -3.66017 -2.21466 -1.52574
C 4.64178 -0.99827 -1.22877
C 0.08232 2.88536 2.78473
C 2.25780 3.07791 4.69136
C 4.41923 -2.21324 -1.84726
C -4.06894 -1.37744 -2.74883
C -3.39638 -0.36731 2.03715
C 2.20225 -4.81059 0.66709
C 2.97716 0.80677 4.12093
C 0.98963 1.68721 3.05421
C 0.69353 -1.63832 -3.93402
C -2.19142 3.91566 -2.71218
C 2.92001 2.35770 -3.03816
C -3.94745 5.07940 0.61399
H -3.80371 3.31566 -4.85591
H 0.28429 3.13276 -3.53228
H -1.48809 3.67700 -1.91141
H -0.09051 2.90361 -5.24510
H -5.07402 -2.32113 2.94994
H -0.27392 4.50241 -4.50446
H -5.25333 3.60973 -1.26924
H -6.02885 -1.25499 -1.83294
H 0.87259 -1.43516 -2.87806
H 5.02201 -2.52092 -2.69194
H 1.41480 3.75988 4.65828
H -4.46379 -2.90722 -1.24380
H -4.42926 5.59598 -0.21816
H -2.66119 4.59944 -5.31220
H 2.45609 2.83652 5.73825
H 3.00269 0.46092 5.15761
H 3.96706 1.18457 3.85245
H 1.27320 -2.52145 -4.22330
H -3.47428 -1.54918 -0.67890
H 0.68562 3.66500 2.29913
H -2.51682 2.97157 -6.01221
H -4.86063 -1.65900 -4.73954
H -0.52270 -2.88126 -6.05694
H -2.09175 -3.58202 -3.54069
H -2.13851 4.99249 -2.91679
H -2.46462 -5.57387 2.03589
H -5.41282 -2.88917 -3.58225
H -3.19635 3.66861 -2.37099
H -2.58373 0.18524 2.51137
H -3.40574 -0.05728 0.99262
H -3.77692 -2.95243 -4.24946
H -4.79143 2.04657 -0.58168
H -0.90848 4.03054 0.61292
H -0.32464 3.29488 3.71798
H -2.96839 5.52967 0.74721
H -0.04001 0.80750 -4.23700
H 2.71589 -0.02094 3.46758
H 4.73854 0.66103 1.25938
H -0.51475 -5.95793 2.26248
H 5.42788 -0.33528 -1.56650
H -5.86862 3.13970 0.33214
H -0.43175 -3.99654 -3.93655
H -4.64622 -4.77327 2.86293
H -2.15333 -2.21925 -5.80014
H 2.65568 0.24960 -2.77420
H 3.21406 -5.07142 0.39140
H 1.05355 -0.79642 -4.52213
H -0.78802 -3.21639 -2.39511
H -4.54907 5.24993 1.51382
H 3.18686 -3.97723 -1.84831
H -0.81737 -1.12743 -6.15245
H 3.13532 3.59462 4.29002
H 1.75762 -6.67892 1.61916
H -2.75913 -2.79039 -1.69042
H -1.97615 4.24471 2.03232
H 3.27689 4.37538 -3.63872
H -4.34853 -0.09432 2.49176
H -4.09321 1.47604 -3.01941
H 4.28342 1.48993 -0.23861
H -5.78023 -0.06404 -3.12094
H -5.00862 0.16526 -1.54309
H 3.03148 1.04256 0.92107
H 4.52843 1.58645 -6.40600
*
```

For the HOMO-LUMO gap, the calculation gives 4.53 eV. The total energy comes out at -140678.41536 eV.